[1]
DFT (wB97M-V/def2-TZVPD) results for C47H56GaGeNO2P2Te as an isolated structure.

The energy relative to the best compared isomer or geometry (same formula, charge and spin) comes out at 13.78 kJ/mol. The calculation puts the calculated total energy at -189961.543 eV. The HOMO energy comes out at -17.538 eV. Its charge is +4. For the lowest unoccupied orbital energy, the calculation gives -0.358 Ha.

```
111
C47H56GaGeNO2P2Te, DFT wB97M-V/def2-TZVPD
H 4.077 4.558 3.495
H -5.618 -2.919 0.992
H -7.385 -3.442 4.818
H 1.839 1.288 -3.217
H 7.452 3.375 1.586
C 1.802 -2.222 0.216
H -3.331 1.063 2.026
H -0.019 0.197 -2.019
H -2.207 -5.400 -1.074
H -2.215 -6.472 -3.216
C -2.051 -0.482 -4.485
Ge 3.239 1.892 1.845
C -1.135 -4.911 -4.198
H 0.075 -2.112 -2.601
Te -3.714 -0.974 -3.197
N -2.100 1.604 -0.750
C 2.412 3.190 3.013
C -3.753 1.195 -5.173
C 3.086 -3.486 1.786
H 6.852 2.208 3.778
C 3.037 -2.515 0.775
H 4.072 -3.755 2.201
C -3.565 2.295 -7.309
H 2.862 0.526 2.379
C 5.329 2.861 0.059
H 6.254 3.118 5.216
H 1.723 -1.502 -0.608
H -5.320 -2.603 5.935
C -0.896 1.257 4.412
C 3.643 3.614 3.801
C -4.288 2.066 -6.139
H -2.946 2.113 -1.044
C -1.077 -3.688 -1.643
C -1.738 -5.484 -3.104
H -5.195 2.648 -6.024
H 6.390 3.847 3.606
C -0.463 -3.677 -3.968
H -3.952 3.008 -8.051
C 6.139 2.967 4.156
H 0.004 -0.411 5.393
C -1.838 0.750 -6.602
H 1.628 2.751 3.659
H 6.210 1.201 1.063
C 0.796 -3.976 1.533
H 4.904 2.161 2.681
H -2.137 2.686 3.335
C -4.497 0.945 -3.857
H -7.482 -3.631 2.291
C 6.542 1.919 0.369
H 3.278 3.072 -0.374
P -3.119 -1.747 1.688
H -4.232 1.649 -3.054
C 1.978 -4.190 2.203
H -1.221 -0.128 -3.880
C -0.956 2.096 -1.505
C -6.550 -3.147 4.236
H 3.828 1.336 -0.634
C 0.008 1.283 -2.103
H 6.708 1.290 -0.550
H -0.943 0.180 -6.799
H 0.134 -3.169 -4.734
C -0.801 3.466 -1.463
P -0.877 -2.720 -0.126
C -6.624 -3.267 2.840
H 2.114 -4.953 2.924
C -2.317 1.676 -7.539
O -1.009 -1.204 -0.433
H -0.436 2.046 5.033
H -3.442 -1.938 4.483
C 3.924 2.277 0.007
C -1.871 1.663 3.488
H 3.928 -1.962 0.478
H -1.706 -1.360 -5.001
H -1.570 4.201 -1.166
H 0.002 -4.682 1.750
C 1.118 1.910 -2.705
C -2.512 0.728 2.688
C 1.265 3.301 -2.677
H -1.954 1.875 0.239
H 5.240 3.701 0.802
C -4.480 -2.288 2.637
H 5.564 3.377 -0.884
C 0.693 -2.978 0.581
C -2.110 -0.639 2.733
C -2.553 0.544 -5.410
C 0.293 4.050 -2.098
H 2.137 3.799 -3.052
C -5.399 -2.666 4.845
H -2.925 -3.790 0.575
C -0.615 -0.096 4.527
C -1.199 -1.033 3.698
C -4.387 -2.230 4.028
H -0.965 -2.068 3.830
C 4.715 2.523 3.767
H -1.657 1.918 -8.395
H 3.391 3.757 4.823
H -1.169 -5.369 -5.161
H 8.499 1.904 1.198
C 7.761 2.660 0.834
C -1.720 -4.882 -1.836
O -3.641 -0.956 0.432
C -0.434 -3.092 -2.739
H 1.956 3.953 2.424
Ga -2.542 -0.329 -0.956
H -1.852 -3.801 1.843
C -2.166 -3.161 1.057
H 0.336 5.121 -2.044
C -5.586 -2.842 2.050
H 4.418 1.564 4.245
H 8.375 3.246 0.133
H -5.567 0.881 -3.942
```

[2]
DFT (wB97M-V/def2-TZVPD) results for a 11-piece molecular cluster, C44H77N11 overall.

The energy relative to the best compared isomer or geometry (same formula, charge and spin) comes out at 217.83 kJ/mol. The calculation puts the calculated total energy at -63264.815 eV. The HOMO energy comes out at -11.131 eV. Its charge is 0. The SMILES is CCCC#N.CCCC#N.CCCC#N.CCCC#N.CCCC#N.CCCC#N.CCCC#N.CCCC#N.CCCC#N.CCCC#N.CCCC#N. For the lowest unoccupied orbital energy, the calculation gives 0.005 Ha.

```
132
C44H77N11, DFT wB97M-V/def2-TZVPD
H -2.317 -3.028 -3.081
H -6.101 -4.573 2.105
C 2.038 4.318 6.450
H 4.180 5.296 -0.764
H -0.732 0.298 -0.582
H -0.131 4.587 -4.616
C -1.912 -6.049 0.287
C 0.685 2.681 -3.917
H 3.800 -0.396 2.693
H 1.269 -1.106 1.204
N 5.518 -2.927 2.059
C 5.037 -1.900 1.973
H -2.074 -0.522 -2.849
H 3.423 2.674 6.733
H 1.082 1.806 -4.435
C -5.332 -4.445 1.352
H 3.656 -0.786 1.011
H -2.561 -5.386 0.863
C -2.525 -0.964 -3.735
H -2.564 -6.722 -0.280
H 2.488 5.094 -0.146
H -4.375 -4.104 1.769
H 5.551 -6.336 0.976
C 4.398 -0.598 1.799
H 4.862 -4.888 0.367
H 0.027 3.415 -5.881
C -4.455 -4.623 -1.568
H -1.418 -7.276 1.992
H -6.688 -3.990 -0.142
N -3.972 -0.458 1.289
H 3.409 -5.829 -2.217
H 2.838 6.233 -1.382
H 1.957 -6.356 -1.422
H 2.047 4.562 7.511
C -1.738 4.567 -1.526
H 5.618 6.957 0.391
H 1.106 3.754 6.288
C 0.506 3.761 -4.956
C -2.668 -2.996 -5.178
H -5.260 -2.660 -1.593
C 3.281 3.511 6.049
H 6.020 0.763 3.318
H -6.765 0.815 0.821
H -2.114 1.992 -2.506
C 2.547 -4.495 -0.827
C 1.733 4.408 -5.427
H -3.525 2.772 -3.166
H -2.252 -2.555 -6.093
H 2.343 2.896 4.148
C 3.479 6.966 0.489
H -6.790 2.909 1.974
C -1.291 -5.236 -0.750
H -5.648 2.938 0.709
H -3.599 1.964 -0.288
H 7.190 1.486 2.123
C -5.793 2.540 1.709
C -4.126 -2.808 -5.252
C -0.134 -7.842 0.433
H 4.108 4.212 6.247
N 1.789 6.440 5.000
H 3.574 3.947 3.940
H -6.542 0.701 2.532
C 5.336 0.514 1.323
H -3.756 2.612 2.425
H -0.220 -5.995 1.553
H -3.872 -2.905 -0.520
H 4.908 8.070 -0.751
N 1.573 1.940 1.861
C 4.801 7.675 0.267
C -4.775 -3.371 -0.923
C 3.257 5.791 -0.463
C -2.334 3.661 -0.541
C 1.283 0.993 1.321
N 2.678 4.913 -5.759
H -2.538 4.239 0.371
H 2.601 3.405 -2.929
H 7.021 -0.240 2.343
H 0.517 -8.412 1.096
H 3.443 6.626 1.527
C -2.074 -2.388 -3.928
C 1.878 5.525 5.645
C -4.747 2.959 2.701
C -6.041 1.016 1.613
H 3.115 -6.434 0.750
H -0.099 -2.497 0.038
C 6.465 0.710 2.323
C 5.032 -5.939 0.106
H -1.796 -2.115 -0.339
H 0.381 -7.475 -0.453
C 3.693 -6.571 -0.181
C -0.509 -0.369 0.259
C -3.182 2.133 -2.340
H -5.057 2.717 3.715
C 2.895 -5.820 -1.256
H -2.250 -0.398 -4.626
H 1.035 3.783 -2.133
H 3.681 -7.651 -0.312
N 2.311 -3.450 -0.482
H -3.602 -0.928 -3.564
H 5.677 -5.956 -0.775
C -4.865 0.195 1.421
H 1.715 2.113 -2.204
C -0.774 -1.748 -0.376
H -4.425 3.348 -1.061
H 5.643 0.140 0.343
C 4.985 8.804 1.182
C -5.778 -3.504 0.239
C -3.494 2.794 -0.983
H -1.206 -0.196 1.074
H -4.721 4.055 2.693
H -5.100 -5.431 0.934
N -5.217 -2.646 -5.265
H -2.506 -4.075 -5.280
H -0.257 2.426 -3.440
H -6.072 -2.525 0.603
C 0.964 -0.246 0.607
N -1.274 5.262 -2.307
C -0.906 -6.759 1.182
H 3.978 2.245 4.374
H -0.992 -2.483 -4.032
H 1.541 -0.208 -0.321
N 5.098 9.680 1.926
N -4.143 -5.588 -2.074
N -0.784 -4.594 -1.583
H 4.732 1.410 1.191
H -1.524 2.991 -0.201
C 1.586 3.063 -2.735
H -0.835 -8.601 0.053
C 3.337 3.091 4.587
H -3.705 1.197 -2.516
H -0.559 -1.681 -1.448
H 2.667 7.693 0.432
```